The following is a quantum chemistry calculation of a 40-piece molecular cluster, H80O40 overall in a non-equilibrium geometry, from OMol25.

Summary:
Energy relative to the best compared isomer or geometry (same formula, charge and spin): 831.2 kJ/mol
Kohn-Sham gap: 9.42 eV
E_LUMO: -0.6 eV
Largest force on an atom: 3.584 eV Å⁻¹
Calculated total energy: -83197.200 eV

XYZ file:
```
120
H80O40 ωB97M-V/def2-TZVPD
H -3.911 -2.055 -1.230
H -3.738 -1.144 0.095
O -3.484 -1.304 -0.816
H -6.519 -0.301 2.249
H -5.391 -1.172 3.066
O -5.631 -0.367 2.596
H 0.709 -0.721 -4.354
H 0.573 -1.179 -5.688
O 0.353 -1.507 -4.800
H -2.437 0.183 -5.125
H -1.172 -0.628 -4.907
O -1.801 -0.333 -5.617
H -3.391 -4.194 1.215
H -2.496 -5.586 1.471
O -3.333 -5.151 1.228
H 0.564 2.303 -1.306
O 1.259 2.687 -0.747
H 3.048 5.820 -2.395
O 2.148 5.574 -2.651
H -1.359 0.651 3.165
H -0.148 1.591 2.897
O -0.404 0.690 3.131
H 1.814 -4.310 -1.617
H 2.192 -5.855 -1.479
O 1.684 -5.124 -1.124
H -4.916 3.064 -3.311
H -3.985 3.772 -4.133
O -3.958 3.071 -3.467
H -0.739 4.795 2.400
H 0.301 3.701 2.053
O -0.548 3.856 2.492
H 1.042 -0.117 -2.102
O 1.058 0.776 -2.466
H -0.519 -1.336 1.995
H 0.465 -1.390 3.027
O -0.141 -1.998 2.591
H -1.523 3.411 -1.182
H -2.164 3.791 -2.285
O -1.270 3.989 -1.930
H 1.499 -3.116 4.113
H 1.267 -2.007 5.179
O 1.679 -2.202 4.349
H -0.716 -1.369 -2.279
H -2.263 -1.313 -2.477
O -1.425 -0.945 -2.766
H 1.037 -1.558 0.381
H 0.939 0.023 0.560
O 0.843 -0.711 0.011
H 5.433 -1.590 -0.312
H 4.197 -1.451 0.653
O 4.907 -2.026 0.350
H 1.479 3.597 5.393
O 1.473 3.792 4.451
H -4.053 -2.709 3.664
H -4.115 -3.855 2.521
O -3.981 -2.923 2.752
H 3.500 -3.702 1.058
O 2.555 -3.498 0.995
H -1.895 -5.200 -2.858
H -2.312 -6.172 -1.778
O -2.679 -5.602 -2.465
H -0.056 -4.423 1.610
H -0.974 -4.769 2.648
O -0.963 -4.760 1.675
H -3.223 3.294 1.409
H -2.812 1.915 0.843
O -3.578 2.486 1.036
H -2.718 1.218 -3.306
H -3.054 0.748 -1.804
O -2.505 1.254 -2.399
H 4.558 2.013 -0.361
H 3.662 0.633 0.315
O 3.886 1.518 0.093
H 1.619 4.247 -3.938
H 0.270 3.574 -3.497
O 0.966 3.559 -4.164
H -4.910 -3.597 -0.397
H -4.219 -4.520 -1.493
O -4.774 -3.745 -1.333
H -1.204 0.912 -0.370
H -2.307 -0.108 0.091
O -1.701 0.584 0.391
H 2.591 0.668 5.975
H 1.720 1.144 4.993
O 2.411 1.529 5.559
H 1.947 2.507 0.969
H 3.116 3.078 1.227
O 2.231 3.168 1.631
H 1.717 1.722 -5.118
O 1.369 1.165 -5.805
H -0.452 6.269 -1.369
H -1.648 5.724 -0.652
O -0.742 5.971 -0.500
H 0.604 3.550 4.120
H 1.890 1.987 -0.991
H 2.182 -4.388 0.980
H 1.902 5.117 -1.791
H 1.613 0.850 -3.247
H 0.461 1.441 -5.974
O 4.269 -1.217 -3.885
H 4.633 -2.026 -3.537
H 3.699 -0.719 -3.300
O 4.230 2.919 3.801
H 3.417 3.378 3.996
H 4.478 2.529 4.642
O 2.938 -0.356 1.949
H 2.909 -0.286 2.918
H 2.696 -1.305 1.998
O -1.655 -1.196 4.919
H -0.705 -1.120 5.070
H -1.536 -1.159 3.975
O -1.280 -4.756 4.384
H -0.889 -3.910 4.170
H -2.228 -4.670 4.332
O 2.915 -3.931 -4.142
H 2.094 -4.361 -4.281
H 2.955 -3.047 -4.523
O 2.804 5.303 0.235
H 2.085 5.826 0.593
H 3.177 4.685 0.873
```

***

The following is a quantum chemistry calculation of a 40-piece molecular cluster, H80O40 overall in a non-equilibrium geometry, from OMol25.

Summary:
Energy relative to the best compared isomer or geometry (same formula, charge and spin): 1083.3 kJ/mol
Kohn-Sham gap: 9.68 eV
E_LUMO: -0.5 eV
Largest force on an atom: 4.061 eV Å⁻¹
Calculated total energy: -83194.587 eV

XYZ file:
```
120
H80O40 ωB97M-V/def2-TZVPD
H 0.282 2.895 2.859
H -0.070 1.414 3.603
O 0.083 1.974 2.861
H -0.864 3.012 5.275
H 0.358 2.650 5.536
O -0.478 2.112 5.549
H -0.361 1.288 -2.590
H 0.294 2.506 -3.503
O 0.416 1.839 -2.744
H -5.049 -0.541 -4.170
H -4.048 -0.888 -3.017
O -4.763 -1.228 -3.570
H 2.289 1.409 4.829
H 2.604 0.647 6.032
O 3.126 1.066 5.254
H -4.740 2.174 -1.181
O -5.692 2.596 -0.999
H 1.184 -3.233 4.493
O 2.003 -3.649 4.102
H -2.528 1.217 -0.600
H -1.900 -0.156 -1.113
O -2.204 0.758 -1.375
H 3.785 -1.728 -1.440
H 3.146 -2.856 -2.459
O 3.964 -2.570 -1.876
H 5.320 -0.748 -0.595
H 6.452 0.223 -0.171
O 5.765 0.140 -0.835
H -0.244 -0.930 0.259
H -0.756 -2.110 -0.570
O -1.041 -1.269 -0.191
H 1.376 0.602 0.154
O 1.302 0.032 -0.610
H -0.633 -3.906 -2.144
H -0.255 -4.817 -0.964
O -0.617 -3.984 -1.207
H 2.400 5.699 -2.630
H 0.798 5.832 -3.230
O 1.555 5.387 -2.913
H 0.664 -0.535 -6.598
H 1.004 -2.028 -6.003
O 0.572 -1.460 -6.607
H -2.729 3.657 3.183
H -2.121 2.153 3.365
O -2.155 3.082 3.663
H -4.350 2.817 0.650
H -4.805 1.974 1.844
O -4.027 2.319 1.408
H 1.615 -2.706 -2.710
H 1.653 -1.180 -2.976
O 1.925 -2.035 -3.343
H 1.989 2.639 2.361
O 2.309 2.343 1.450
H -1.268 -1.103 -4.966
H 0.055 -0.414 -4.508
O -0.848 -0.172 -4.927
H -2.949 -5.008 -0.044
O -2.609 -4.341 0.581
H -1.952 1.458 -4.091
H -1.786 3.112 -3.759
O -2.087 2.392 -4.347
H 2.222 -4.957 -2.297
H 1.874 -4.999 -3.710
O 1.439 -4.836 -2.866
H -4.245 1.130 5.335
H -3.535 -0.166 5.913
O -4.168 0.166 5.309
H 3.328 -0.924 0.599
H 4.101 -2.058 1.268
O 4.187 -1.394 0.572
H -2.257 -0.745 3.131
H -1.320 -0.841 2.037
O -1.637 -1.416 2.800
H 1.409 -0.620 1.831
H 0.659 -2.018 1.548
O 1.284 -1.342 1.227
H -3.260 3.524 -2.562
H -3.011 4.955 -3.274
O -2.697 4.279 -2.704
H 1.203 4.306 -4.446
H 0.257 3.198 -5.359
O 0.930 3.414 -4.708
H 0.591 2.870 -0.478
H -0.455 3.418 -1.418
O -0.070 3.610 -0.537
H 2.470 0.979 -4.808
H 1.276 0.905 -3.692
O 1.866 0.400 -4.317
H 2.704 -0.418 4.357
O 1.927 -1.028 4.207
H 1.984 -3.286 0.819
H 2.524 -4.506 0.372
O 1.695 -4.221 0.759
H 1.530 2.395 0.893
H -6.381 1.937 -1.222
H -1.889 -3.741 0.383
H 1.675 -4.215 3.402
H 0.810 0.585 -1.251
H 2.391 -1.826 3.670
O -4.447 -4.322 2.318
H -3.498 -4.354 2.157
H -4.597 -3.388 2.564
O 2.463 3.739 4.534
H 3.261 3.194 4.357
H 2.866 4.603 4.306
O -1.320 -2.469 5.209
H -1.126 -3.191 4.645
H -2.150 -1.921 4.903
O 4.179 0.573 -3.611
H 4.793 0.377 -2.918
H 3.366 -0.041 -3.453
O -0.961 -4.254 2.773
H -0.840 -4.219 1.796
H -1.250 -5.190 2.728
O 3.651 4.564 -0.216
H 3.493 3.705 0.109
H 4.081 4.476 -1.100
O -4.690 -1.095 0.328
H -4.030 -1.135 -0.381
H -5.013 -1.990 0.435
```

***

The following is a quantum chemistry calculation of a 40-piece molecular cluster, H80O40 overall in a non-equilibrium geometry, from OMol25.

Summary:
Energy relative to the best compared isomer or geometry (same formula, charge and spin): 1765.0 kJ/mol
Kohn-Sham gap: 9.15 eV
E_LUMO: -1.2 eV
Largest force on an atom: 14.419 eV Å⁻¹
Calculated total energy: -83187.522 eV

XYZ file:
```
120
H80O40 ωB97M-V/def2-TZVPD
H 1.266 -5.180 -1.866
H 1.845 -3.986 -2.276
O 1.976 -4.942 -2.271
H -1.865 5.751 -0.835
H -1.291 4.016 -1.219
O -1.452 4.794 -0.564
H -2.009 -0.416 -3.799
H -2.568 -1.658 -3.636
O -2.295 -1.187 -4.327
H -0.825 3.685 2.042
H 0.328 2.660 1.741
O -0.286 3.198 1.297
H -3.259 -1.953 0.611
H -3.740 -0.486 0.796
O -3.139 -1.102 1.220
H -0.839 0.983 -4.588
O -0.212 0.903 -3.936
H 2.678 -0.912 1.013
O 3.361 -0.377 1.311
H 0.044 -4.143 3.399
H -0.496 -5.506 2.979
O 0.247 -4.934 3.019
H 4.288 4.431 -1.412
H 4.889 3.501 -0.041
O 4.988 4.137 -0.793
H -3.208 0.942 3.278
H -1.888 1.023 4.221
O -2.794 0.994 4.219
H 5.193 0.570 4.687
H 3.815 0.716 3.826
O 4.219 0.651 4.594
H -5.589 0.722 1.088
O -5.156 0.448 0.289
H -1.110 -1.072 -1.140
H -1.110 -2.628 -0.946
O -1.730 -1.809 -0.958
H 2.230 -2.161 -0.668
H 0.982 -1.668 0.134
O 1.799 -2.125 0.307
H -0.757 -5.918 -0.144
H 0.696 -5.354 0.377
O 0.148 -5.365 -0.411
H 2.160 4.695 0.715
H 1.251 6.064 0.640
O 1.795 5.488 1.189
H 3.926 2.449 -4.139
H 2.999 1.659 -5.016
O 2.996 2.230 -4.202
H -2.455 2.650 -4.766
H -1.159 3.440 -4.737
O -1.716 3.077 -5.363
H 4.871 1.096 0.309
O 4.532 0.757 -0.555
H 3.274 -3.569 2.396
H 3.949 -4.450 1.247
O 3.804 -4.272 2.258
H 3.807 -1.684 -2.109
O 2.858 -1.441 -1.895
H 1.993 -1.327 -3.350
H 0.643 -1.037 -3.804
O 1.137 -1.762 -3.701
H 1.854 1.665 2.193
H 2.388 2.931 2.098
O 2.411 2.226 2.728
H -1.583 -1.508 2.826
H -0.992 -1.865 1.334
O -0.888 -2.042 2.334
H -5.658 -0.911 -3.091
H -5.447 -0.429 -1.585
O -5.916 -0.728 -2.349
H -1.796 -6.116 1.457
H -2.313 -4.857 1.071
O -2.126 -5.737 0.636
H 1.176 1.278 -0.590
H 2.047 1.284 -1.823
O 2.047 1.646 -0.941
H 1.236 3.401 -4.053
H 1.445 3.080 -2.602
O 0.836 3.033 -3.233
H 0.810 5.584 -1.018
H 0.217 6.656 -1.252
O 1.088 6.530 -0.986
H 0.942 1.351 4.631
H 1.199 0.821 6.027
O 0.816 1.530 5.500
H 5.190 -0.580 0.036
H 4.960 -1.841 0.702
O 5.599 -1.277 0.581
H -3.567 5.039 0.696
O -3.786 4.234 0.217
H -2.673 1.804 -1.532
H -4.031 0.914 -2.112
O -2.993 0.988 -1.775
H 3.544 0.664 -0.362
H 0.411 1.490 -3.885
H 3.051 -0.476 -1.560
H 3.729 -0.438 2.066
H -5.217 -0.533 0.474
H -3.456 4.269 -0.692
O -2.640 -4.039 2.686
H -3.364 -4.526 2.737
H -2.841 -3.377 1.979
O -0.028 -0.173 0.408
H 0.345 -0.661 1.214
H -0.827 0.482 0.703
O 0.998 -0.523 3.788
H 0.899 -1.383 3.396
H 1.323 -0.577 4.728
O 2.417 -0.215 -5.655
H 2.827 -1.061 -5.359
H 1.499 -0.221 -5.267
O -5.010 -1.271 3.328
H -4.903 -0.600 3.949
H -4.336 -1.291 2.755
O -4.908 -3.285 0.877
H -4.676 -4.100 0.357
H -5.580 -3.250 1.617
O -2.408 1.586 1.252
H -2.635 2.386 0.694
H -2.883 0.794 1.073
```

***

The following is a quantum chemistry calculation of a 40-piece molecular cluster, H80O40 overall in a non-equilibrium geometry, from OMol25.

Summary:
Energy relative to the best compared isomer or geometry (same formula, charge and spin): 902.0 kJ/mol
Kohn-Sham gap: 8.77 eV
E_LUMO: -1.0 eV
Largest force on an atom: 2.877 eV Å⁻¹
Calculated total energy: -83196.467 eV

XYZ file:
```
120
H80O40 ωB97M-V/def2-TZVPD
H 6.166 -0.656 0.063
H 5.418 0.734 -0.285
O 6.159 0.290 0.115
H 0.358 -0.655 2.051
H 0.771 -0.931 3.471
O 0.256 -1.304 2.752
H 4.299 -0.267 -4.464
H 5.338 -0.367 -3.414
O 4.835 0.295 -3.915
H -4.167 4.749 -0.217
H -4.339 4.823 -1.627
O -4.901 4.864 -0.836
H -0.187 -2.520 -0.934
H 1.311 -2.444 -0.651
O 0.527 -2.972 -0.485
H -5.312 -2.244 -2.840
O -4.916 -1.638 -3.468
H -2.319 4.382 -4.106
O -2.007 4.337 -3.194
H -0.645 -0.866 0.161
H -0.097 0.269 -0.575
O -0.033 -0.702 -0.581
H 0.271 0.033 -6.087
H 0.537 -1.358 -6.750
O -0.032 -0.582 -6.749
H -0.737 -1.841 -3.873
H -0.060 -3.228 -3.740
O 0.118 -2.290 -3.840
H -1.477 -5.075 -1.239
H -0.289 -4.350 -1.751
O -1.110 -4.803 -2.061
H 3.771 -3.608 -1.275
O 2.977 -3.439 -1.783
H 4.879 2.504 2.044
H 5.100 1.319 1.465
O 4.317 1.715 1.888
H 4.573 -2.722 -3.464
H 5.219 -2.715 -2.014
O 5.324 -2.457 -2.921
H 2.951 -0.646 -0.323
H 3.795 -0.482 -1.508
O 3.887 -0.653 -0.558
H 1.850 2.751 2.387
H 0.526 2.254 3.161
O 0.901 2.873 2.454
H -4.012 1.298 2.742
H -3.862 1.911 4.158
O -4.490 1.496 3.559
H 0.212 0.980 4.877
H 1.847 1.168 4.475
O 0.924 1.047 4.260
H 3.083 -2.855 4.440
O 3.416 -2.104 4.948
H -4.631 4.012 2.129
H -3.162 3.711 2.605
O -4.055 3.915 2.890
H -0.459 -3.470 4.720
O -0.351 -2.558 5.000
H 1.546 -1.518 -3.266
H 2.332 -0.253 -3.188
O 2.324 -1.140 -2.799
H 0.093 5.565 0.507
H -0.330 5.236 -1.038
O 0.275 5.105 -0.311
H 0.974 3.661 4.857
H 2.477 4.164 4.964
O 1.725 3.810 5.440
H 2.068 -4.962 -3.232
H 1.776 -4.580 -4.499
O 2.587 -4.534 -3.951
H 4.557 2.155 -3.288
H 4.141 3.214 -2.245
O 3.830 2.418 -2.692
H -3.433 3.046 -2.615
H -4.778 2.580 -2.187
O -3.857 2.266 -2.230
H -1.452 5.606 2.659
H 0.010 5.941 2.963
O -0.807 5.630 3.368
H 3.392 5.080 1.145
H 3.187 4.362 -0.165
O 3.877 4.699 0.417
H -3.840 -4.330 2.750
H -4.639 -3.753 1.649
O -4.178 -4.561 1.877
H 0.202 -6.041 -0.424
H 1.705 -5.853 -0.560
O 0.903 -6.011 -1.054
H 3.549 -0.032 2.669
O 3.265 -0.871 3.063
H -4.803 0.706 -1.090
H -5.108 1.971 -0.318
O -5.273 1.021 -0.305
H 4.061 -1.722 4.337
H -4.765 -1.994 -4.338
H -0.429 -2.003 4.205
H -1.152 4.766 -3.105
H 3.075 -2.652 -2.360
H 3.006 -1.404 2.350
O -2.303 -3.005 -3.690
H -3.139 -3.452 -3.831
H -1.886 -3.495 -2.946
O -1.942 0.659 0.763
H -2.724 1.161 0.477
H -1.204 1.237 0.617
O -5.107 -1.447 2.379
H -5.793 -1.158 1.771
H -5.227 -0.921 3.181
O -2.760 3.069 0.137
H -1.829 3.277 0.286
H -2.940 2.853 -0.803
O -1.322 -4.965 1.075
H -2.210 -5.314 0.971
H -1.099 -4.686 1.963
O -1.544 0.434 3.807
H -2.514 0.514 3.820
H -1.587 -0.314 4.437
O -0.680 1.455 -2.253
H -1.110 0.613 -2.084
H -1.161 2.033 -2.831
```